Record 1
ORCA calculation (wB97M-V/def2-TZVPD) on a single C10H16N2S molecule in a non-equilibrium geometry.

The largest force on an atom is 5.573 eV/Å. As for the LUMO energy: 0.66 eV. The total charge is 0. The HOMO-LUMO gap is 8.5 eV. The SMILES is C=C=C1NC(=S)N(C(C)(C)C)[C@@H]1C. The value obtained for the HOMO energy is -7.8 eV.

Each line ends with the Löwdin charge.
Atoms and positions in Å:
C 3.457 0.146 0.024  -0.046
C 2.279 0.674 -0.219  -0.247
C 0.487 1.942 -0.129  -0.754
C 4.701 -0.129 0.012  0.018
C 1.023 -0.152 -0.060  -0.285
C 1.107 -0.914 1.305  -0.019
C -1.942 0.350 1.388  -0.033
C -2.312 1.317 -0.965  -0.065
C -1.644 -1.087 -0.659  -0.063
C -1.533 0.314 -0.098  -0.529
N 1.823 1.925 -0.192  0.074
N -0.085 0.699 -0.232  -0.009
S -0.272 3.473 -0.045  0.597
H 5.065 -0.662 -0.856  0.067
H 5.286 -0.110 0.916  0.061
H 0.808 -0.980 -0.842  0.163
H 0.310 -1.658 1.552  0.080
H 1.178 -0.129 2.061  0.101
H 1.984 -1.470 1.188  0.047
H -1.603 1.306 1.950  0.117
H -2.977 0.087 1.557  0.080
H -1.414 -0.405 1.941  0.043
H -3.306 1.481 -0.490  0.100
H -2.489 0.775 -1.921  0.082
H -1.711 2.210 -1.187  -0.027
H -1.222 -1.893 -0.052  0.074
H -2.665 -1.460 -0.638  0.090
H -1.284 -1.173 -1.725  0.113
H 2.304 2.745 -0.598  0.169

Forces on atoms 1 to 2 (eV/Å):
C -1.74 2.20 -0.81
C 0.26 -4.06 0.92



Record 2
ORCA calculation (wB97M-V/def2-TZVPD) on a gas-phase ion, C10H16N3S3 (charge -1).

The largest force on an atom is 0.592 eV/Å. As for the LUMO energy: 1.86 eV. The total charge is -1. The HOMO-LUMO gap is 4.3 eV. The value obtained for the HOMO energy is -2.5 eV.

Each line ends with the Löwdin charge.
Atoms and positions in Å:
C -2.120 0.778 3.500  -0.199
C -3.020 0.551 2.286  -0.630
S -2.832 -1.084 1.523  0.721
C -0.938 -1.188 1.203  -0.653
N -0.636 -2.310 0.455  -0.197
C -0.341 -2.035 -0.918  -0.362
C 1.172 -1.990 -1.224  -0.256
C 1.930 -1.218 -0.149  -0.447
S 3.489 -0.387 -0.631  0.920
C 3.039 1.176 -1.183  -1.158
S 4.080 2.429 -1.094  0.627
N 1.743 1.359 -1.727  -0.155
C 0.720 2.096 -1.174  -0.090
C -0.296 2.037 -2.066  -0.154
N 0.069 1.305 -3.168  0.070
C 1.282 0.904 -2.932  -0.197
H -2.461 1.622 4.105  0.054
H -2.087 -0.124 4.114  0.059
H -1.102 0.995 3.176  0.052
H -4.070 0.651 2.570  0.041
H -2.813 1.315 1.530  0.047
H -0.717 -0.210 0.724  0.046
H -0.486 -1.180 2.202  0.050
H -0.739 -2.834 -1.563  0.086
H -0.796 -1.097 -1.292  0.095
H 1.565 -3.012 -1.245  0.096
H 1.348 -1.583 -2.220  0.067
H 1.321 -0.451 0.324  0.056
H 2.258 -1.909 0.624  0.072
H 0.802 2.587 -0.220  0.119
H -1.262 2.499 -1.948  0.095
H 1.902 0.307 -3.579  0.128

Forces on atoms 1 to 2 (eV/Å):
C 0.05 -0.05 -0.14
C 0.05 0.07 -0.02



Listing energy above the lowest of the compared OMol25 structures with the same formula, charge and spin for the structures above in their given order: 3.3060, 0.0000 eV.